[1]
A molecular structure, C30H33Al2F5MgNO12, computed with ωB97M-V/def2-TZVPD.

Output
Frontier orbital gap in eV: 0.91
E_HOMO in eV: -9.484

Structure (ORCA input):
```
! wB97M-V def2-TZVPD RIJCOSX def2/J DEFGRID3
* xyz 1 1
C 7.403 -0.549 0.651
C 6.843 0.561 1.533
O 7.435 0.819 2.553
N 5.608 1.259 1.257
C 5.621 1.991 -0.001
C 4.451 2.900 -0.204
O 6.515 1.836 -0.781
C 4.478 0.386 1.411
C 4.134 -0.615 0.585
C 2.886 -1.373 0.951
O 2.826 -2.568 0.866
C 1.788 -0.517 1.500
C 2.136 0.466 2.336
C 3.583 0.645 2.609
O 4.049 0.924 3.686
H 8.358 -0.847 1.095
H 7.640 -0.205 -0.356
H 6.785 -1.455 0.557
H 4.634 3.533 -1.064
H 3.545 2.304 -0.340
H 4.304 3.477 0.709
H 4.695 -0.866 -0.309
H 0.761 -0.711 1.230
H 1.428 1.154 2.813
Mg 6.261 -1.656 2.596
F 8.236 -4.090 1.964
Al 8.484 -5.788 1.877
F 7.316 -6.478 2.859
F 10.005 -6.126 2.470
F 8.297 -6.248 0.286
C -2.757 0.532 7.139
C -2.882 1.723 6.219
O -2.087 1.547 4.996
C -2.551 0.735 4.011
O -3.550 0.114 3.982
O -1.540 0.795 3.115
C -1.614 -0.073 1.949
H -1.709 0.320 7.365
H -3.280 0.731 8.072
H -3.185 -0.362 6.688
H -2.484 2.620 6.688
H -3.913 1.924 5.942
H -2.561 0.046 1.441
H -1.467 -1.143 2.231
H -0.814 0.214 1.277
C -2.436 1.506 -0.922
O -1.407 0.722 -0.618
H -3.035 1.152 -1.797
H -3.236 1.558 -0.139
H -2.197 2.560 -1.133
Al 0.130 1.385 4.705
C 9.247 -7.774 6.315
O 9.247 -6.482 5.726
H 9.236 -7.643 7.395
H 8.363 -8.345 6.019
H 10.144 -8.335 6.038
H 9.257 -6.602 4.770
C -9.954 2.303 -5.179
C -9.450 2.725 -3.948
C -8.087 2.773 -3.741
C -7.213 2.398 -4.764
C -7.719 1.961 -5.994
C -9.088 1.929 -6.204
C -6.804 1.514 -7.084
O -7.231 1.139 -8.151
C -5.335 1.535 -6.811
C -4.463 1.074 -7.789
C -3.097 1.096 -7.563
C -2.595 1.588 -6.363
C -3.461 2.044 -5.384
C -4.833 2.012 -5.599
C -5.751 2.478 -4.521
O -5.318 2.904 -3.466
H -11.039 2.265 -5.345
H -10.130 3.010 -3.157
H -7.685 3.098 -2.791
H -9.479 1.606 -7.159
H -4.863 0.697 -8.720
H -2.420 0.732 -8.325
H -1.527 1.612 -6.193
H -3.080 2.427 -4.447
O -1.639 -2.725 1.131
H -2.549 -2.430 0.973
F -12.611 2.644 -6.218
*
```



[2]
A molecular structure, C30H33AuN5O2, computed with ωB97M-V/def2-TZVPD.

Output
Frontier orbital gap (alpha / beta) in eV: 3.23 / 3.23
E_HOMO (alpha / beta) in eV: -9.072 / -9.073

Structure (ORCA input):
```
! wB97M-V def2-TZVPD RIJCOSX def2/J DEFGRID3
* xyz 1 1
Au 0.044 2.276 0.711
N -0.188 4.570 0.099
C -1.487 4.973 0.628
C -2.524 3.817 0.469
O -3.701 4.094 0.413
O -2.046 2.638 0.407
H 0.553 5.195 0.398
H -0.209 4.559 -0.918
H -1.890 5.863 0.137
H -1.392 5.169 1.698
C 0.810 -3.078 -3.186
C 0.915 -1.656 -3.650
C 1.418 -1.338 -4.908
C 1.523 -0.028 -5.340
C 1.124 1.014 -4.519
C 0.632 0.726 -3.261
C 0.527 -0.593 -2.836
N 0.044 -0.821 -1.512
C 0.671 -0.301 -0.444
N 1.958 0.051 -0.585
C 2.677 0.921 0.265
C 2.021 1.894 1.013
C 2.776 2.701 1.846
C 4.158 2.588 1.894
C 4.797 1.655 1.098
C 4.076 0.805 0.275
C 4.757 -0.220 -0.586
N 0.000 -0.089 0.683
C 0.246 -0.642 1.902
C -0.038 0.090 3.065
C 0.172 -0.448 4.313
C 0.643 -1.751 4.432
C 0.876 -2.501 3.290
C 0.686 -1.984 2.022
C 0.889 -2.844 0.811
H 1.210 -3.751 -3.940
H -0.231 -3.352 -3.011
H 1.354 -3.232 -2.254
H 1.753 -2.134 -5.555
H 1.923 0.189 -6.319
H 1.195 2.039 -4.847
H 0.309 1.512 -2.592
H -0.912 -1.119 -1.381
H 2.389 -0.153 -1.479
H 2.282 3.442 2.456
H 4.738 3.249 2.521
H 5.876 1.595 1.111
H 5.828 -0.242 -0.396
H 4.610 0.012 -1.643
H 4.357 -1.214 -0.389
H -0.399 1.105 2.950
H -0.033 0.141 5.193
H 0.815 -2.180 5.406
H 1.210 -3.523 3.380
H 1.160 -3.855 1.101
H 1.683 -2.457 0.173
H -0.030 -2.892 0.226
N -3.220 0.187 0.742
C -4.120 -0.806 0.673
C -5.247 -0.693 -0.171
C -6.193 -1.690 -0.200
C -6.045 -2.828 0.591
C -4.915 -2.972 1.392
C -3.952 -1.991 1.423
H -3.371 1.088 0.303
H -2.436 0.148 1.374
H -5.365 0.197 -0.771
H -7.061 -1.583 -0.831
H -6.809 -3.590 0.588
H -4.797 -3.855 2.002
H -3.076 -2.093 2.047
*
```



[3]
A molecular structure, C30H33BrN4O2RhS, computed with ωB97M-V/def2-TZVPD.

Output
Frontier orbital gap in eV: 7.10
Relative energy (zero: lowest compared OMol25 entry of this formula, charge and spin) in kJ/mol: 0.0
E_HOMO in eV: -4.743

Structure (ORCA input):
```
! wB97M-V def2-TZVPD RIJCOSX def2/J DEFGRID3
* xyz -1 1
Rh 1.278 0.826 -1.859
N 2.605 -2.693 -3.854
C 2.569 -1.489 -3.197
S 1.444 -0.290 -3.836
N 3.396 -1.271 -2.228
N 3.242 0.034 -1.797
C 4.233 0.643 -1.286
C 4.213 2.075 -1.029
C 5.286 2.623 -0.313
C 5.452 3.981 -0.161
C 4.537 4.834 -0.786
C 3.484 4.331 -1.514
C 3.253 2.940 -1.638
O 2.215 2.555 -2.328
H 1.732 -2.977 -4.267
H 3.112 -3.417 -3.370
H 5.152 0.086 -1.100
H 6.007 1.939 0.123
H 6.279 4.379 0.411
H 4.656 5.908 -0.700
H 2.783 4.992 -2.008
C -2.121 -3.698 3.902
C -2.272 -2.194 3.632
C -3.764 -1.857 3.495
C -1.721 -1.435 4.839
C -1.543 -1.825 2.342
C -0.506 -0.912 2.292
C 0.098 -0.617 1.081
Br 1.581 0.576 1.098
C -0.272 -1.180 -0.152
O 0.260 -0.876 -1.295
C -1.320 -2.155 -0.087
C -1.910 -2.431 1.133
C -1.748 -2.883 -1.366
C -0.549 -3.658 -1.936
C -2.869 -3.893 -1.106
C -2.259 -1.887 -2.419
H -2.627 -3.972 4.832
H -1.067 -3.966 3.989
H -2.552 -4.293 3.096
H -4.300 -2.107 4.415
H -4.223 -2.411 2.675
H -3.898 -0.792 3.294
H -2.266 -1.732 5.738
H -1.834 -0.356 4.718
H -0.664 -1.654 5.000
H -0.145 -0.413 3.180
H -2.710 -3.158 1.161
H -0.213 -4.418 -1.227
H 0.274 -2.977 -2.144
H -0.840 -4.160 -2.865
H -2.568 -4.662 -0.391
H -3.120 -4.391 -2.045
H -3.774 -3.407 -0.735
H -1.472 -1.201 -2.720
H -3.100 -1.311 -2.021
H -2.608 -2.431 -3.302
C -0.589 1.708 -2.107
C -0.697 2.767 -1.085
C -0.217 4.065 -1.310
C -0.290 5.038 -0.334
C -0.856 4.745 0.908
C -1.344 3.461 1.152
C -1.262 2.495 0.169
C -0.945 5.759 1.919
N -1.022 6.576 2.726
H -0.627 2.113 -3.120
H -1.368 0.956 -1.978
H 0.235 4.288 -2.267
H 0.094 6.033 -0.521
H -1.782 3.229 2.114
H -1.635 1.496 0.369
*
```



[4]
2 unconnected molecules or ions with the total composition C30H33N2, computed with ωB97M-V/def2-TZVPD.

Output
Frontier orbital gap in eV: 5.11
Relative energy (zero: lowest compared OMol25 entry of this formula, charge and spin) in kJ/mol: 72.3
E_HOMO in eV: -9.857

Structure (ORCA input):
```
! wB97M-V def2-TZVPD RIJCOSX def2/J DEFGRID3
* xyz 1 1
C 0.641 1.970 2.774
N 0.620 0.515 2.858
C -0.584 -0.135 2.792
C -1.785 0.511 2.551
C -3.073 -0.217 2.680
C -2.997 -1.530 3.483
C -1.827 -2.375 2.990
C -0.494 -1.631 3.070
C 1.885 -0.163 3.017
C 2.455 -0.330 4.294
C 3.666 -1.011 4.438
C 4.351 -1.473 3.309
C 3.816 -1.269 2.033
C 2.598 -0.603 1.884
H 1.677 2.307 2.902
H 0.262 2.318 1.801
H 0.027 2.408 3.575
H -1.803 1.581 2.351
H -3.838 0.435 3.126
H -3.437 -0.490 1.675
H -2.884 -1.314 4.552
H -3.932 -2.086 3.359
H -1.753 -3.303 3.568
H -2.010 -2.656 1.946
H 0.224 -2.112 2.384
H -0.081 -1.786 4.083
H 1.914 0.052 5.165
H 4.073 -1.177 5.436
H 5.302 -1.997 3.424
H 4.344 -1.625 1.148
H 2.163 -0.428 0.895
C -0.559 0.951 -2.774
N -1.458 1.764 -1.976
C -1.924 1.430 -0.746
C -2.837 2.419 -0.297
C -3.556 2.404 0.902
C -4.436 3.491 1.296
C -4.027 4.853 1.346
C -4.950 5.868 1.593
C -6.308 5.579 1.792
C -7.307 6.682 1.975
C -6.710 4.237 1.796
C -5.794 3.215 1.604
C -2.930 3.392 -1.399
C -3.790 4.434 -1.707
C -3.585 5.171 -2.884
C -2.615 4.780 -3.821
C -1.835 3.634 -3.600
C -2.017 2.976 -2.390
H -0.271 1.508 -3.670
H 0.343 0.713 -2.194
H -1.039 0.009 -3.079
H -1.617 0.520 -0.238
H -3.758 1.426 1.320
H -2.976 5.103 1.177
H -4.623 6.911 1.626
H -8.297 6.267 2.184
H -7.049 7.353 2.804
H -7.372 7.297 1.068
H -7.761 4.008 1.974
H -6.116 2.173 1.633
H -4.626 4.650 -1.049
H -4.198 6.053 -3.072
H -2.470 5.360 -4.730
H -1.103 3.255 -4.314
*
```



[5]
A single C30H33N3O5S molecule, computed with ωB97M-V/def2-TZVPD.

Output
Frontier orbital gap in eV: 8.34
Relative energy (zero: lowest compared OMol25 entry of this formula, charge and spin) in kJ/mol: 10.9
E_HOMO in eV: -7.866

Structure (ORCA input):
```
! wB97M-V def2-TZVPD RIJCOSX def2/J DEFGRID3
* xyz 0 1
C -8.021 0.155 -4.992
H -8.946 -0.050 -5.524
C -7.255 -1.137 -4.737
C -5.980 -0.887 -3.936
O -6.357 -0.464 -2.642
C -5.387 -0.159 -1.741
C -5.835 0.264 -0.487
C -4.940 0.588 0.509
C -3.575 0.505 0.261
C -3.120 0.096 -0.982
C -4.019 -0.239 -1.979
H -3.637 -0.558 -2.935
H -2.060 0.039 -1.173
N -2.641 0.833 1.277
C -1.499 0.074 1.505
O -1.262 -1.008 1.027
C -0.811 0.667 2.747
N 0.635 0.686 2.649
C 1.174 1.086 1.465
S 0.153 1.578 0.248
N 2.521 1.173 1.386
C 3.376 1.328 0.291
C 2.988 1.214 -1.039
C 3.929 1.350 -2.043
C 5.258 1.595 -1.746
C 5.649 1.700 -0.421
C 4.718 1.566 0.589
H 5.030 1.640 1.622
H 6.684 1.889 -0.172
H 5.985 1.698 -2.537
H 3.615 1.264 -3.072
H 1.963 1.009 -1.291
H 3.030 1.008 2.243
C 1.360 -0.058 3.662
H 2.342 0.389 3.842
H 0.799 0.033 4.595
C 1.517 -1.544 3.288
C 2.455 -1.717 2.126
C 3.828 -1.685 2.310
C 4.680 -1.775 1.223
C 4.196 -1.894 -0.073
C 2.802 -1.938 -0.270
C 1.963 -1.850 0.838
H 0.899 -1.875 0.655
O 2.138 -2.050 -1.448
C 2.814 -2.194 -2.676
H 3.446 -1.331 -2.893
H 2.025 -2.269 -3.424
H 3.422 -3.102 -2.698
O 5.017 -1.969 -1.172
C 6.405 -1.870 -0.987
H 6.833 -1.923 -1.987
H 6.681 -0.916 -0.526
H 6.795 -2.698 -0.385
H 5.743 -1.747 1.398
H 4.245 -1.596 3.304
H 0.537 -1.945 3.028
H 1.897 -2.077 4.162
C -1.473 2.031 2.917
C -2.736 1.952 2.075
O -3.655 2.726 2.096
H -1.712 2.283 3.949
H -0.849 2.825 2.503
H -1.078 0.007 3.579
H -5.296 0.916 1.472
H -6.898 0.325 -0.316
H -5.388 -1.811 -3.873
H -5.374 -0.113 -4.428
H -6.983 -1.608 -5.684
H -7.883 -1.831 -4.175
H -8.260 0.634 -4.047
H -7.424 0.842 -5.588
*
```



[6]
5 unconnected molecules or ions with the total composition C30H33N4O19PS, computed with ωB97M-V/def2-TZVPD.

Output
Frontier orbital gap in eV: 7.76
E_HOMO in eV: -9.380

Structure (ORCA input):
```
! wB97M-V def2-TZVPD RIJCOSX def2/J DEFGRID3
* xyz 0 1
N -1.752 -1.346 -3.141
C -1.256 -2.608 -3.632
N -0.410 -2.432 -4.817
N -2.425 -3.407 -4.016
C -0.436 -3.386 -2.516
O -0.761 -2.876 -1.197
C 0.257 -3.117 -0.337
O 0.426 -4.187 0.044
N 1.128 -2.090 0.156
C 1.828 -1.295 -0.885
C 0.965 -0.332 -1.715
C 1.750 0.974 -2.007
S 1.794 1.352 -3.804
P 0.387 -1.149 1.348
O -0.985 -0.703 1.064
H -1.396 -0.577 -3.690
H -2.758 -1.343 -3.185
H -0.035 -1.492 -4.874
H 0.408 -3.024 -4.747
H -2.357 -3.627 -4.998
H -2.498 -4.244 -3.456
H 0.625 -3.231 -2.640
H -0.682 -4.437 -2.562
H 2.303 -1.984 -1.567
H 2.592 -0.730 -0.378
H 0.045 -0.057 -1.228
H 0.791 -0.770 -2.670
H 1.289 1.823 -1.535
H 2.785 0.888 -1.727
H 0.504 1.657 -4.025
H 0.339 -1.978 2.484
H 1.275 -0.110 1.687
C 6.941 0.797 -5.740
C 5.657 1.111 -5.531
C 5.149 2.514 -5.706
O 3.967 2.724 -5.514
C 6.101 3.548 -6.090
C 7.386 3.232 -6.296
C 7.888 1.826 -6.146
O 9.064 1.607 -6.366
O 8.297 4.133 -6.646
O 4.751 0.212 -5.159
H 7.318 -0.209 -5.619
H 5.728 4.556 -6.197
H 9.139 3.645 -6.733
H 3.900 0.692 -5.081
C -5.747 1.104 2.356
C -6.138 2.138 3.108
C -5.156 2.972 3.873
O -5.579 3.909 4.525
C -3.746 2.615 3.801
C -3.348 1.579 3.050
C -4.332 0.757 2.262
O -3.921 -0.164 1.588
O -2.062 1.230 2.969
O -7.413 2.496 3.230
H -6.447 0.497 1.801
H -3.050 3.216 4.371
H -1.995 0.456 2.360
H -7.419 3.270 3.826
C 2.563 2.796 3.437
C 1.261 2.773 3.755
C 0.549 4.000 4.252
O -0.637 3.917 4.507
C 1.319 5.226 4.409
C 2.621 5.245 4.094
C 3.327 4.028 3.573
O 4.506 4.121 3.289
O 3.370 6.333 4.218
O 0.519 1.682 3.651
H 3.087 1.922 3.078
H 0.801 6.097 4.783
H 4.267 6.080 3.923
H -0.387 1.936 3.934
C -4.212 -3.283 2.753
C -3.291 -4.162 2.333
C -3.015 -5.435 3.078
O -2.180 -6.199 2.635
C -3.764 -5.689 4.303
C -4.681 -4.809 4.723
C -4.973 -3.548 3.962
O -5.832 -2.801 4.395
O -5.391 -4.987 5.832
O -2.573 -3.958 1.239
H -4.416 -2.363 2.221
H -3.547 -6.601 4.842
H -5.978 -4.209 5.901
H -1.986 -4.736 1.153
*
```